1.
Here is a structure of composition C4H12N4 at a distorted geometry from the OMol25 dataset. Energies are from the ωB97M-V functional and the def2-TZVPD basis.

The HOMO-LUMO gap comes out at 0.320 Eh. The LUMO energy is 0.5 eV. The calculation puts the energy above the lowest of the compared OMol25 structures with the same formula, charge and spin at 7.619 eV.

CARTESIAN COORDINATES (ANGSTROEM)
C  -0.8783  0.8339  -1.8693
C  -1.3007  -0.7848  -0.0231
C  -0.9737  0.3570  1.0206
C  1.3562  0.9071  1.1845
H  -0.4180  1.5651  -1.0983
H  -0.4435  1.0608  -2.9463
H  -1.9035  1.5011  -1.7514
H  -0.9279  -1.2691  -2.1637
H  -2.3778  -0.6430  -0.0413
H  -0.9755  -1.7517  0.5082
H  -1.0745  0.1453  2.0757
H  -1.8588  0.8322  0.9276
H  2.2518  1.6558  1.3039
H  2.8330  -0.3586  2.2496
H  2.7987  -1.2756  -0.2752
H  1.0558  -1.4703  -0.2420
N  -0.8483  -0.6289  -1.3505
N  0.1444  1.3045  0.6886
N  1.6892  -0.5165  1.5629
N  1.8514  -1.4644  0.2396

What are the Mulliken partial charges on each atom? They are as follows, in elementary charge units: -0.8639, -0.9496, -0.6212, -0.0216, 0.3664, 0.3028, 0.2235, 0.2382, 0.4713, 0.3059, 0.4423, 0.4692, 0.2870, 0.3241, 0.2492, 0.3653, -0.1975, -0.4535, -0.4536, -0.4843

***

2.
Here is an isolated molecule of C4H8N2 at a distorted geometry from the OMol25 dataset. Energies are from the ωB97M-V functional and the def2-TZVPD basis.

The HOMO-LUMO gap comes out at 0.390 Eh. The LUMO energy is 0.9 eV. The calculation puts the energy above the lowest of the compared OMol25 structures with the same formula, charge and spin at 0.603 eV. Its SMILES is CN[C@@H](C)C#N.

CARTESIAN COORDINATES (ANGSTROEM)
C  -0.6447  -0.1325  1.6673
N  0.1021  0.7247  0.7592
C  0.5176  -0.0411  -0.4102
C  -0.6436  -0.2885  -1.3799
C  1.6366  0.6523  -1.0754
N  2.5397  1.1813  -1.5675
H  -1.6792  -0.2383  1.3275
H  -0.6630  0.3046  2.6673
H  -0.2031  -1.1437  1.7246
H  0.9269  1.0884  1.2288
H  0.8998  -1.0322  -0.0953
H  -0.2703  -0.7403  -2.3027
H  -1.3596  -0.9815  -0.9273
H  -1.1591  0.6467  -1.6165

What are the Mulliken partial charges on each atom? They are as follows, in elementary charge units: -0.8628, -0.4957, 0.6451, -1.3631, 0.0252, -0.4264, 0.2484, 0.3562, 0.3187, 0.2750, 0.1993, 0.4003, 0.3499, 0.3299

***

3.
Here is a structure of composition C6H9GaO4 at a distorted geometry from the OMol25 dataset. Energies are from the ωB97M-V functional and the def2-TZVPD basis.

The HOMO-LUMO gap comes out at 0.230 Eh. The LUMO energy is -12.5 eV. The net charge is +2. The calculation puts the energy above the lowest of the compared OMol25 structures with the same formula, charge and spin at 0.000 eV.

CARTESIAN COORDINATES (ANGSTROEM)
O  -0.1986  -0.9091  -2.6925
C  -1.2617  -0.0135  -2.7310
C  -1.3397  0.9702  -3.6236
H  -2.0204  -0.2285  -1.9752
H  -2.1966  1.6437  -3.5879
H  -0.5431  1.1561  -4.3457
O  -0.1902  -0.8024  1.6890
C  0.0534  -0.0164  0.6704
O  -0.9509  0.5448  0.1529
Ga  0.6193  1.2211  -0.6089
O  1.4980  0.5051  -2.0396
C  1.0559  -0.5133  -2.5804
H  1.6960  -1.0974  -3.2546
C  0.7418  -0.8106  2.7854
H  0.8589  -1.8649  3.0648
H  1.7083  -0.4331  2.4264
C  0.2129  0.0089  3.9402
H  0.1578  1.0728  3.6713
H  -0.7875  -0.3332  4.2378
H  0.8862  -0.1002  4.8012

What are the Mulliken partial charges on each atom? They are as follows, in elementary charge units: -0.2228, -0.1899, -0.5225, 0.4636, 0.3198, 0.2858, -0.2693, 0.7456, -0.3389, 0.6199, -0.1067, 0.3161, 0.4578, -0.1386, 0.2946, 0.3321, -1.0529, 0.3084, 0.3302, 0.3676

***

4.
Here is a structure of composition C21H25ClN4Ti at a distorted geometry from the OMol25 dataset. Energies are from the ωB97M-V functional and the def2-TZVPD basis.

The HOMO-LUMO gap (spin up / spin down) comes out at 0.209 / 0.286 Eh. As for the spin multiplicity: 3. The LUMO energy (spin up / spin down) is 0.6 / 0.6 eV.

CARTESIAN COORDINATES (ANGSTROEM)
Ti  0.0000  0.0000  0.0000
C  0.0707  -0.4464  2.1498
N  -1.2504  0.0048  1.7297
C  -2.3568  -0.8737  2.0443
C  -1.4221  1.3988  1.9132
C  -2.2719  1.8863  2.9309
C  -2.5311  3.2477  3.0899
C  -1.9668  4.1546  2.2069
C  -1.1209  3.6974  1.1968
C  -0.7668  2.3368  1.0538
N  0.0047  1.9412  0.0048
C  1.3637  2.1375  -0.0141
C  1.9962  3.2592  0.5696
C  3.3699  3.5067  0.4634
C  4.1815  2.6254  -0.2291
C  3.6171  1.4840  -0.7876
C  2.2322  1.2083  -0.6842
N  1.7277  0.0047  -1.2504
C  1.3050  0.1918  -2.6254
C  2.4444  -1.2077  -0.9197
H  0.1026  -0.5643  3.2399
H  0.8905  0.2182  1.8732
H  0.2847  -1.4244  1.7046
H  -2.4734  -1.0159  3.1243
H  -2.1850  -1.8604  1.5997
H  -3.2981  -0.4983  1.6271
H  -2.7416  1.1955  3.6213
H  -3.1869  3.5884  3.8812
H  -2.1852  5.2131  2.2854
H  -0.7252  4.4141  0.4789
H  1.4092  3.9851  1.1214
H  3.7851  4.3991  0.9179
H  5.2421  2.8191  -0.3324
H  4.2605  0.8024  -1.3320
H  2.1680  0.3259  -3.2886
H  0.6368  1.0514  -2.7446
H  0.7570  -0.6921  -2.9705
H  3.3774  -1.3065  -1.4844
H  1.8230  -2.0797  -1.1513
H  2.6707  -1.2559  0.1521
Cl  -4.9145  -2.8345  0.1365
C  -4.0668  -1.2981  0.0625
C  -4.8295  -0.0322  0.0015
C  -4.1683  1.1333  -0.0546
C  -2.6845  1.1211  -0.0540
N  -2.0398  0.0000  0.0000
C  -2.7223  -1.2538  0.0604
H  -5.9146  -0.0491  0.0024
H  -4.7102  2.0724  -0.0998
H  -2.1412  2.0592  -0.0992
H  -2.1442  -2.1707  0.1045
H  0.0000  -1.7606  0.0000

What are the Mulliken partial charges on each atom? They are as follows, in elementary charge units: -0.0569, -1.4074, 1.1818, -1.3701, 0.6021, -1.0726, -0.7561, -0.9308, 0.2225, -0.2040, 0.0466, 0.6625, -0.6465, -1.0244, -0.7631, -0.6190, 0.1880, 0.6219, -1.1759, -1.0698, 0.2480, 0.6547, 0.5078, 0.3652, 0.4729, 0.5276, 0.3788, 0.4147, 0.4173, 0.6026, 0.4189, 0.4006, 0.3914, 0.3031, 0.3386, 0.3387, 0.3270, 0.3770, 0.2995, 0.2639, -0.2287, -0.0094, -0.3142, -1.2766, -0.0704, 0.1732, -1.2719, 0.4299, 0.4625, 1.0011, 0.9012, -0.2739

***

5.
Here is a structure of composition C17H21BKN3O2 at a distorted geometry from the OMol25 dataset. Energies are from the ωB97M-V functional and the def2-TZVPD basis.

The HOMO-LUMO gap (spin up / spin down) comes out at 0.121 / 0.122 Eh. The LUMO energy (spin up / spin down) is -1.3 / -1.3 eV. The calculation puts the energy above the lowest of the compared OMol25 structures with the same formula, charge and spin at 4.384 eV.

CARTESIAN COORDINATES (ANGSTROEM)
K  -0.1908  -2.3728  -0.9276
C  3.8742  1.5618  1.6027
C  3.2732  2.0968  0.4328
C  2.9844  1.2593  -0.6157
C  3.0030  -0.1401  -0.4577
C  3.3713  -0.5989  0.8381
C  3.9577  0.2122  1.7816
N  2.3472  -0.9869  -1.3399
N  2.2209  -0.4128  -2.5160
C  1.4695  -1.0299  -3.4437
C  1.4326  -0.3478  -4.7055
C  1.0763  -1.1325  -5.7934
C  0.8051  -2.4863  -5.6447
C  0.6957  -2.9731  -4.3868
N  1.0293  -2.3131  -3.2586
H  4.2544  2.2637  2.3387
H  3.0984  3.1915  0.2961
H  2.5042  1.6136  -1.5148
H  3.1999  -1.6792  1.0516
H  4.5466  -0.0890  2.6758
H  1.6826  0.7364  -4.8832
H  1.0307  -0.6992  -6.7774
H  0.6840  -3.0799  -6.5110
H  0.4095  -3.9790  -4.1390
C  -1.5143  2.1951  2.6012
C  -2.4275  1.2162  1.7731
C  -3.8867  1.7442  1.7765
O  -2.0781  1.3131  0.3292
B  -1.4760  0.1680  0.0687
O  -1.5013  -0.8261  0.9770
C  -2.2736  -0.2960  2.1540
C  -1.5373  -0.5955  3.4132
C  -3.5919  -1.0624  1.9686
H  -1.6456  3.1999  2.1953
H  -0.4271  1.9460  2.4917
H  -1.7751  2.1781  3.6815
H  -3.8833  2.8206  1.6786
H  -4.3628  1.5774  2.7416
H  -4.4465  1.2479  0.9719
H  -0.6427  0.0014  3.4590
H  -1.4243  -1.6301  3.6471
H  -2.1080  -0.2079  4.3144
H  -3.9330  -0.8521  0.9145
H  -4.3082  -0.6199  2.6222
H  -3.5168  -2.1332  2.1186

What are the Mulliken partial charges on each atom? They are as follows, in elementary charge units: 1.0856, -0.2019, -0.7144, 0.0912, 0.2026, -0.0572, -0.7634, -0.2401, -0.3123, 0.6089, -0.4576, -0.1899, -0.6306, -0.2602, -0.4637, 0.3843, 0.3241, 0.4076, 0.2992, 0.3158, 0.3204, 0.3925, 0.4073, 0.3982, -1.8578, 1.4725, -1.7159, -0.5970, 0.0449, -0.5114, 1.3781, -1.8296, -1.7767, 0.5183, 0.3062, 0.3041, 0.4341, 0.3502, 0.3445, 0.3333, 0.4610, 0.3044, 0.2836, 0.3730, 0.4336

***

6.
Here is an isolated molecule of C7H12 at a distorted geometry from the OMol25 dataset. Energies are from the ωB97M-V functional and the def2-TZVPD basis.

The HOMO-LUMO gap comes out at 0.396 Eh. The LUMO energy is 1.2 eV. The calculation puts the energy above the lowest of the compared OMol25 structures with the same formula, charge and spin at 1.925 eV. Its SMILES is CC1CC2(CC2)C1.

CARTESIAN COORDINATES (ANGSTROEM)
C  -2.5701  -0.0059  -0.0214
C  -1.1040  -0.4517  0.0020
C  -0.1706  0.2812  -0.9963
C  0.9008  0.2425  0.0576
C  1.8824  -0.8886  -0.0065
C  2.3502  0.5472  -0.0643
C  -0.1339  0.2324  1.1542
H  -2.9495  0.2021  -1.0343
H  -2.6498  0.9331  0.5323
H  -3.2532  -0.7313  0.4339
H  -1.0305  -1.5391  -0.1722
H  0.0849  -0.1870  -1.9513
H  -0.5367  1.3028  -1.1602
H  1.8864  -1.4893  -0.9130
H  2.0861  -1.4536  0.9015
H  2.6854  0.9253  -1.0269
H  2.9030  0.9253  0.7903
H  -0.6636  1.1741  1.3239
H  0.2829  -0.0195  2.1506

What are the Mulliken partial charges on each atom? They are as follows, in elementary charge units: -1.3731, 0.3093, -0.9642, 1.0444, -0.8989, -0.6671, -0.9626, 0.3109, 0.3153, 0.3538, 0.3128, 0.3610, 0.2932, 0.2480, 0.2604, 0.2376, 0.2434, 0.2158, 0.3600

***

7.
Here is a cluster of 2 separate species, C11H17NOSi in total at a distorted geometry from the OMol25 dataset. Energies are from the ωB97M-V functional and the def2-TZVPD basis.

The HOMO-LUMO gap comes out at 0.292 Eh. The LUMO energy is 0.2 eV. The calculation puts the energy above the lowest of the compared OMol25 structures with the same formula, charge and spin at 3.329 eV.

CARTESIAN COORDINATES (ANGSTROEM)
C  2.4823  1.0876  -3.5602
C  1.5497  0.1097  -3.7267
C  2.6970  1.6127  -2.2455
C  0.8791  -0.4506  -2.6359
C  2.0445  1.0660  -1.1773
C  1.1385  0.0105  -1.3852
C  -0.6611  -3.2235  0.8842
C  -0.7298  -2.3645  -0.1805
C  -0.9606  0.7632  3.1428
C  -1.6628  1.9183  -0.3782
C  0.1271  -0.2369  2.9408
N  0.6421  -0.3034  1.5179
O  -1.9374  0.6154  -0.3616
Si  0.0903  -0.6965  -0.0391
H  3.2160  1.4046  -4.2225
H  1.5549  -0.3266  -4.7652
H  3.4073  2.4285  -2.2306
H  0.1830  -1.2585  -2.8514
H  1.9284  1.5469  -0.2293
H  -0.8159  -4.2528  0.7428
H  -0.1123  -2.7403  1.7850
H  -1.2563  -2.7335  -1.1806
H  -1.9036  0.6165  2.4908
H  -1.3522  0.7664  4.1109
H  -0.6759  1.8555  2.9762
H  -0.9166  2.3119  -1.2248
H  -1.0182  2.3183  0.5267
H  -2.6025  2.5997  -0.4386
H  1.0439  -0.0175  3.4564
H  -0.2715  -1.2241  3.4421
H  1.2496  0.5484  1.4005

What are the Mulliken partial charges on each atom? They are as follows, in elementary charge units: -0.5249, -0.6113, -0.5912, -0.2863, -0.3675, 0.9586, -0.5365, -0.1370, -1.0867, -0.3907, -0.3436, -0.0282, -0.6358, 0.3846, 0.4230, 0.2461, 0.3569, 0.2185, 0.2323, 0.3495, 0.0706, 0.2110, 0.2234, 0.4684, 0.2451, 0.1345, 0.0440, 0.2700, 0.3240, 0.2423, 0.1370

***

8.
Here is a structure of composition C33H53Cl2InNSb3Te from the OMol25 dataset. Energies are from the ωB97M-V functional and the def2-TZVPD basis.

The HOMO-LUMO gap comes out at 0.240 Eh. The LUMO energy is -6.2 eV. The net charge is +2. The calculation puts the energy above the lowest of the compared OMol25 structures with the same formula, charge and spin at 0.447 eV.

CARTESIAN COORDINATES (ANGSTROEM)
In  0.5420  -0.1016  -0.2159
N  1.1030  2.0794  1.0231
C  2.5242  2.2061  1.1417
C  3.1468  3.3641  0.6936
C  4.5244  3.4921  0.7623
C  5.2831  2.4548  1.2879
C  4.6527  1.3054  1.7386
C  3.2646  1.1575  1.6784
C  2.6359  -0.0936  2.1937
C  3.1657  -0.6754  3.3553
C  2.7648  -1.9254  3.8035
C  1.8028  -2.6392  3.1033
C  1.2236  -2.0648  1.9758
C  1.6216  -0.8008  1.5333
H  0.6925  2.9778  0.8052
H  0.6625  1.7444  1.8780
H  2.5427  4.1802  0.3033
H  5.0024  4.3998  0.4155
H  6.3614  2.5419  1.3547
H  5.2514  0.4943  2.1348
H  3.9176  -0.1271  3.9115
H  3.2086  -2.3436  4.6989
H  1.4950  -3.6248  3.4333
H  0.4478  -2.6158  1.4564
Cl  -1.9326  -1.7672  0.2784
C  -2.7343  -2.0699  -1.2993
Cl  -2.1515  -1.0360  -2.6208
H  -3.7851  -1.8626  -1.1633
H  -2.5614  -3.1015  -1.5695
C  -3.7443  1.2922  -0.5908
Sb  -1.7017  1.8717  -0.7657
C  -1.7435  3.5988  0.4794
C  -1.9025  2.8967  -2.6712
C  -0.8302  3.9341  -2.8732
C  -1.0337  5.2273  -2.3822
C  -0.0645  6.2104  -2.4952
C  1.1456  5.9126  -3.1097
C  1.3544  4.6422  -3.6166
C  0.3793  3.6447  -3.5166
C  0.6533  2.3061  -4.1335
Sb  1.5891  0.8805  -2.8089
C  2.1718  -0.5238  -4.2959
C  3.4494  1.8363  -2.4197
H  -4.3429  2.2008  -0.6587
H  -3.9341  0.8037  0.3664
H  -4.0134  0.6219  -1.4062
H  -2.6934  4.1083  0.3167
H  -0.9322  4.2751  0.2127
H  -1.6623  3.3078  1.5276
H  -2.8872  3.3565  -2.5865
H  -1.9421  2.1348  -3.4477
H  -1.9867  5.4690  -1.9218
H  -0.2574  7.2083  -2.1186
H  1.9097  6.6728  -3.2155
H  2.2827  4.4190  -4.1359
H  1.3975  2.3850  -4.9263
H  -0.2298  1.8125  -4.5339
H  2.4722  0.0467  -5.1752
H  1.3368  -1.1752  -4.5541
H  3.0129  -1.1205  -3.9424
H  4.1408  1.6134  -3.2331
H  3.8550  1.4700  -1.4759
H  3.2957  2.9134  -2.3441
C  0.2671  -4.2745  -3.7835
C  1.6446  -3.9001  -3.2215
Sb  1.5617  -2.9693  -1.2817
C  3.5148  -2.0400  -1.2508
C  4.6123  -2.8558  -1.9414
C  2.1329  -4.6546  -0.0865
C  0.9580  -5.5562  0.3083
H  0.3731  -4.8048  -4.7326
H  -0.3465  -3.3916  -3.9707
H  -0.2823  -4.9336  -3.1057
H  2.1726  -3.2200  -3.8893
H  2.2649  -4.7861  -3.0827
H  3.7450  -1.8842  -0.1943
H  3.4238  -1.0503  -1.7051
H  4.7242  -3.8392  -1.4818
H  5.5780  -2.3503  -1.8614
H  4.4080  -3.0066  -3.0028
H  2.6416  -4.2528  0.7890
H  2.8619  -5.2017  -0.6857
H  0.2082  -5.0169  0.8948
H  1.3058  -6.3958  0.9133
H  0.4586  -5.9761  -0.5688
C  -0.4609  0.0047  4.6714
Te  -1.7624  0.5971  3.0990
C  -2.4887  2.3023  4.1454
H  -1.0627  -0.3420  5.5095
H  0.1539  0.8524  4.9703
H  0.1720  -0.8045  4.3062
H  -1.6591  2.9562  4.4075
H  -2.9984  1.9581  5.0436
H  -3.1990  2.8309  3.5087

What are the Mulliken partial charges on each atom? They are as follows, in elementary charge units: 0.3504, 0.2152, 0.7309, -0.6741, -0.6783, -1.0025, -0.9362, 0.5042, 0.0693, -0.4439, -1.0594, -0.9381, -0.7141, 1.0811, 0.0002, -0.0510, 0.5130, 0.4548, 0.4460, 0.5927, 0.6485, 0.4399, 0.5014, 0.1245, 0.1086, -0.6659, 0.0259, 0.4825, 0.4172, -1.1813, 0.3752, -1.4746, -1.4471, 0.5147, -0.6250, -0.7069, -0.8856, -0.6241, 0.7807, -1.6541, 0.8742, -1.2412, -1.2147, 0.5079, 0.3463, 0.3822, 0.5063, 0.4920, 0.3023, 0.7413, 0.5318, 0.4659, 0.4577, 0.4642, 0.4656, 0.7790, 0.6875, 0.5492, 0.3380, 0.3326, 0.6116, 0.1447, 0.4104, -1.1986, -0.6022, 0.0118, 0.1585, -1.4300, -0.7484, -1.1847, 0.3966, 0.2081, 0.2780, 0.4059, 0.4767, 0.4410, -0.2901, 0.3672, 0.4156, 0.3167, 0.4501, 0.5838, 0.2284, 0.3765, 0.3200, -0.6093, 0.3805, -1.0985, 0.4322, 0.3434, -0.0578, 0.3767, 0.3603, 0.3420